Molecular formula: C40H92O30P4S7
Method: DFT, the ωB97M-V functional and the def2-TZVPD basis

Structure (ORCA input):
```
! RIJCOSX wB97M-V def2-TZVPD def2/J DEFGRID3
* xyz 0 1
C 3.66 -4.47 0.57
O 4.29 -4.81 1.75
P 5.77 -5.35 1.87
O 6.19 -5.89 0.58
O 6.65 -4.34 2.63
C 7.19 -3.09 2.03
O 5.69 -6.44 3.06
C 4.84 -7.58 2.73
H 2.82 -5.10 0.52
H 4.27 -4.56 -0.35
H 3.19 -3.44 0.54
H 6.95 -2.32 2.74
H 6.76 -2.90 1.02
H 8.30 -3.16 2.06
H 4.92 -7.78 1.68
H 3.79 -7.32 2.96
H 5.15 -8.35 3.41
C 2.81 -2.05 -5.17
O 1.96 -3.14 -4.70
P 2.44 -4.17 -3.53
O 2.74 -5.51 -3.88
O 1.14 -4.05 -2.60
C 0.63 -5.28 -1.98
O 3.51 -3.36 -2.59
C 4.94 -3.53 -2.81
H 2.20 -1.31 -5.67
H 3.49 -2.47 -5.92
H 3.34 -1.49 -4.34
H 0.73 -6.13 -2.63
H -0.35 -5.07 -1.55
H 1.24 -5.55 -1.09
H 5.36 -2.87 -3.58
H 5.23 -4.61 -3.11
H 5.49 -3.42 -1.91
C -0.89 -1.99 -2.06
O -2.08 -1.29 -1.87
P -2.42 -0.08 -0.95
O -1.64 1.16 -1.21
O -2.27 -0.58 0.49
C -1.02 -0.27 1.28
O -3.96 0.10 -1.15
C -4.55 0.72 -2.36
H -1.09 -2.48 -3.00
H -0.67 -2.74 -1.22
H -0.03 -1.39 -2.26
H -0.90 -0.98 2.06
H -0.95 0.78 1.60
H -0.14 -0.39 0.63
H -4.33 0.13 -3.33
H -3.93 1.65 -2.38
H -5.64 0.77 -2.22
C 4.96 1.32 -3.20
O 5.39 0.12 -2.49
P 5.35 0.22 -0.94
O 5.84 -1.01 -0.35
O 6.19 1.52 -0.74
C 6.11 2.35 0.41
O 3.89 0.55 -0.43
C 2.88 -0.43 -0.71
H 3.94 1.53 -3.01
H 5.18 1.05 -4.26
H 5.56 2.16 -2.90
H 5.21 2.77 0.67
H 6.84 3.20 0.33
H 6.46 1.75 1.29
H 3.27 -1.24 -1.38
H 2.07 0.07 -1.26
H 2.55 -0.89 0.27
C -5.38 4.04 0.35
C -5.86 4.46 -1.07
C -7.36 4.64 -0.88
S -7.80 3.17 -0.16
O -7.74 2.18 -1.25
O -8.95 3.19 0.68
C -6.35 2.97 0.93
H -5.29 4.87 1.02
H -4.35 3.69 0.21
H -5.57 3.71 -1.82
H -5.40 5.42 -1.24
H -8.08 4.69 -1.66
H -7.58 5.41 -0.17
H -5.92 1.96 0.84
H -6.67 3.17 1.94
C 1.51 5.07 1.24
C 1.54 4.01 0.06
C 0.32 3.10 0.30
S -0.57 3.81 1.75
O -1.26 2.78 2.53
O -1.45 4.94 1.43
C 0.93 4.40 2.47
H 0.83 5.88 1.03
H 2.52 5.46 1.45
H 2.37 3.36 -0.03
H 1.26 4.52 -0.89
H 0.48 2.06 0.57
H -0.34 3.08 -0.53
H 1.53 3.51 2.87
H 0.67 5.04 3.27
C -2.60 -0.37 4.70
C -2.66 1.18 4.86
C -1.34 1.57 5.46
S -0.93 0.29 6.62
O -1.22 0.79 7.92
O 0.41 -0.22 6.19
C -2.21 -0.82 6.12
H -1.84 -0.68 3.97
H -3.48 -0.86 4.29
H -3.48 1.38 5.51
H -2.82 1.65 3.88
H -1.37 2.64 5.87
H -0.57 1.53 4.68
H -2.96 -0.74 6.95
H -1.81 -1.84 6.16
C -1.45 3.02 -4.48
C -1.61 1.48 -4.68
C -0.45 0.79 -4.01
S 0.94 2.04 -4.02
O 2.15 1.66 -4.72
O 1.18 2.43 -2.63
C 0.01 3.30 -4.74
H -1.64 3.24 -3.44
H -2.23 3.61 -5.11
H -1.65 1.27 -5.79
H -2.58 1.05 -4.35
H -0.15 -0.11 -4.46
H -0.48 0.69 -2.91
H 0.14 3.28 -5.87
H 0.43 4.24 -4.34
C -8.91 2.20 -5.27
C -8.67 3.71 -5.38
C -7.33 3.86 -6.05
S -6.28 2.64 -5.28
O -5.70 3.25 -4.13
O -5.50 1.94 -6.31
C -7.67 1.62 -4.59
H -9.03 1.84 -6.29
H -9.87 2.04 -4.77
H -8.67 4.17 -4.36
H -9.52 4.23 -5.80
H -6.76 4.77 -5.89
H -7.33 3.72 -7.11
H -7.57 2.04 -3.57
H -7.42 0.55 -4.76
C 4.57 0.71 4.91
C 4.80 -0.49 3.97
C 4.40 -0.05 2.56
S 2.86 0.85 2.92
O 1.70 0.07 2.62
O 3.01 2.24 2.39
C 3.09 1.03 4.69
H 5.06 1.62 4.59
H 4.81 0.60 5.97
H 4.21 -1.35 4.26
H 5.83 -0.63 3.93
H 4.26 -0.97 1.99
H 5.17 0.60 2.18
H 2.44 0.34 5.19
H 2.84 2.09 4.97
C 0.49 -3.67 4.71
C -0.92 -4.32 4.56
C -1.40 -4.29 3.09
S 0.13 -4.49 2.16
O 0.12 -3.52 1.04
O 0.26 -5.91 1.84
C 1.29 -3.99 3.41
H 1.07 -4.12 5.50
H 0.48 -2.57 4.82
H -1.73 -4.07 5.18
H -0.72 -5.34 4.81
H -1.79 -3.34 2.83
H -2.15 -5.09 2.97
H 1.72 -3.08 2.98
H 2.05 -4.81 3.54
*
```

Values from the calculation:
Kohn-Sham gap   10.24 eV
SMILES   COP(=O)(OC)OC.COP(=O)(OC)OC.COP(=O)(OC)OC.COP(=O)(OC)OC.O=S1(=O)CCCC1.O=S1(=O)CCCC1.O=S1(=O)CCCC1.O=S1(=O)CCCC1.O=S1(=O)CCCC1.O=S1(=O)CCCC1.O=S1(=O)CCCC1
LUMO energy   0.2 eV

These are the Löwdin partial charges, in e, on atoms 1 to 8: number 1, C, carries -0.117; number 2, O, carries -0.205; number 3, P, carries 0.324; number 4, O, carries -0.227; number 5, O, carries -0.209; number 6, C, carries -0.013; number 7, O, carries -0.220; number 8, C, carries -0.071


Molecular formula: C40H96BClN2O23P5S
Method: DFT, the ωB97M-V functional and the def2-TZVPD basis

Structure (ORCA input):
```
! RIJCOSX wB97M-V def2-TZVPD def2/J DEFGRID3
* xyz 1 1
C -5.00 -4.19 -0.73
C -4.11 -4.91 -1.74
C -2.86 -5.54 -1.08
C -1.49 -5.00 -1.57
C -0.42 -6.11 -1.65
C 0.46 -6.19 -0.38
C 1.81 -5.44 -0.44
C 1.92 -3.99 0.10
C 1.65 -3.81 1.62
C 0.25 -3.24 1.98
C 0.38 -1.79 2.48
C 1.13 -0.88 1.50
C 0.31 0.12 0.64
C -0.07 -0.45 -0.73
C -0.49 0.63 -1.75
N -1.24 1.68 -1.09
C -2.57 2.08 -1.54
C -3.11 3.16 -0.61
C -4.59 3.51 -0.92
C -5.58 3.29 0.25
N -1.33 -0.07 -2.78
C -0.68 -0.39 -3.84
C 0.74 0.00 -3.76
S 1.48 -1.64 -3.44
Cl 1.38 0.56 -5.32
C 0.64 1.17 -2.71
C 1.88 1.80 -2.09
C 2.91 0.89 -1.37
C 4.08 0.45 -2.28
O -0.04 2.18 -3.46
B 0.29 3.53 -3.42
O 1.11 4.03 -4.41
O -0.31 4.29 -2.43
H -5.55 -4.90 -0.09
H -5.77 -3.56 -1.21
H -4.39 -3.58 -0.04
H -3.79 -4.22 -2.53
H -4.71 -5.69 -2.23
H -2.95 -5.37 0.01
H -2.87 -6.62 -1.24
H -1.62 -4.56 -2.58
H -1.14 -4.18 -0.92
H 0.22 -5.96 -2.53
H -0.96 -7.06 -1.77
H 0.70 -7.25 -0.20
H -0.14 -5.85 0.48
H 2.12 -5.39 -1.51
H 2.58 -6.04 0.08
H 2.95 -3.69 -0.11
H 1.26 -3.32 -0.47
H 2.39 -3.10 2.02
H 1.80 -4.78 2.11
H -0.43 -3.29 1.11
H -0.22 -3.83 2.78
H -0.63 -1.38 2.68
H 0.89 -1.78 3.45
H 1.76 -1.50 0.84
H 1.82 -0.27 2.10
H 0.89 1.05 0.52
H -0.61 0.37 1.18
H -0.96 -1.10 -0.60
H 0.74 -1.10 -1.09
H -0.66 2.52 -1.04
H -3.24 1.21 -1.47
H -2.60 2.43 -2.59
H -2.48 4.05 -0.73
H -3.00 2.78 0.42
H -4.63 4.57 -1.19
H -4.92 2.95 -1.81
H -6.27 2.46 0.06
H -5.04 3.05 1.18
H -6.17 4.19 0.44
H -2.31 -0.31 -2.65
H -1.12 -0.93 -4.69
H 1.96 -1.56 -2.19
H 2.42 2.32 -2.89
H 1.52 2.54 -1.36
H 2.43 0.05 -0.86
H 3.33 1.50 -0.56
H 3.78 0.36 -3.33
H 4.48 -0.53 -1.97
H 4.90 1.17 -2.21
H 1.60 4.83 -4.21
H 0.23 5.05 -2.18
C 0.68 5.24 5.09
O 0.90 3.88 4.68
P -0.30 2.98 4.19
O 0.17 1.67 3.75
O -1.08 3.87 3.12
C -0.36 4.21 1.93
O -1.40 3.00 5.33
C -1.31 2.03 6.38
H 1.35 5.89 4.54
H -0.35 5.55 4.90
H 0.89 5.32 6.16
H 0.50 3.54 1.80
H -0.02 5.24 2.00
H -1.04 4.09 1.10
H -1.52 2.55 7.32
H -0.32 1.58 6.43
H -2.06 1.26 6.22
C -1.38 10.90 3.94
O -0.65 9.67 4.09
P 0.73 9.65 4.89
O 1.25 8.28 4.93
O 0.46 10.37 6.27
C -0.45 9.75 7.19
O 1.65 10.76 4.24
C 2.46 10.41 3.11
H -2.40 10.72 4.27
H -0.95 11.70 4.53
H -1.39 11.17 2.89
H -0.61 8.70 6.95
H -1.40 10.28 7.17
H -0.01 9.83 8.18
H 2.39 11.23 2.40
H 2.12 9.49 2.64
H 3.49 10.29 3.43
C -5.86 8.14 -3.50
O -4.97 8.94 -2.71
P -4.52 8.47 -1.27
O -3.57 9.41 -0.68
O -4.03 6.97 -1.42
C -2.85 6.75 -2.21
O -5.84 8.16 -0.46
C -6.48 9.24 0.25
H -5.40 7.98 -4.48
H -6.06 7.18 -3.03
H -6.79 8.68 -3.63
H -2.28 7.67 -2.35
H -3.13 6.34 -3.18
H -2.23 6.03 -1.68
H -7.55 9.16 0.08
H -6.12 10.21 -0.09
H -6.27 9.14 1.31
C 5.75 -7.36 -5.26
O 4.57 -7.23 -4.46
P 4.27 -5.89 -3.67
O 2.99 -5.94 -2.97
O 4.45 -4.72 -4.73
C 3.50 -4.72 -5.81
O 5.55 -5.60 -2.78
C 5.62 -6.19 -1.47
H 5.45 -7.69 -6.26
H 6.30 -6.42 -5.34
H 6.39 -8.12 -4.82
H 2.63 -5.33 -5.57
H 3.97 -5.10 -6.71
H 3.17 -3.69 -5.97
H 6.63 -6.57 -1.34
H 4.90 -7.00 -1.35
H 5.42 -5.42 -0.73
C 0.82 -11.66 1.38
O 1.59 -10.55 1.87
P 3.17 -10.53 1.65
O 3.74 -9.29 2.19
O 3.41 -10.83 0.12
C 2.95 -9.84 -0.81
O 3.73 -11.89 2.23
C 4.06 -11.96 3.62
H 0.01 -11.25 0.77
H 1.42 -12.34 0.78
H 0.40 -12.19 2.23
H 2.76 -8.88 -0.32
H 2.03 -10.18 -1.29
H 3.72 -9.71 -1.56
H 3.69 -12.91 4.00
H 3.62 -11.14 4.18
H 5.14 -11.92 3.73
*
```

Values from the calculation:
Kohn-Sham gap   8.13 eV
LUMO energy   -3.4 eV

These are the Löwdin partial charges, in e, on atoms 1 to 8: number 1, C, carries -0.129; number 2, C, carries -0.266; number 3, C, carries -0.207; number 4, C, carries -0.205; number 5, C, carries -0.194; number 6, C, carries -0.176; number 7, C, carries -0.206; number 8, C, carries -0.209